1.
{"formula": "C5H11NOS", "method": "the ωB97M-V functional and the def2-TZVPD basis", "elements": ["S", "O", "N", "C", "C", "C", "C", "C", "H", "H", "H", "H", "H", "H", "H", "H", "H", "H", "H"], "coordinates": [[-3.25953, 0.03737, -1.20054], [2.00159, -1.50038, 1.23504], [2.81643, 0.50200, 0.59572], [2.65072, 1.58872, -0.37196], [-0.43354, -0.16354, -0.27498], [0.36577, 0.22423, 0.95472], [-1.95899, -0.43216, -0.06568], [1.77139, -0.38296, 0.83312], [-0.44277, 0.49336, -1.16027], [2.37543, 2.53546, 0.09693], [1.95730, 1.29392, -1.16359], [3.60536, 1.76294, -0.87532], [0.46468, 1.26933, 1.25986], [-0.04658, -1.12490, -0.62823], [-0.07810, -0.22768, 1.84833], [3.74625, 0.14598, 0.62800], [-2.08054, -1.50345, 0.12908], [-3.42076, -1.04325, -2.01837], [-2.15847, 0.05848, 0.89720]], "atomic_forces_ev_per_a": [[-0.2, 0.4, -0.7], [-0.1, -0.6, -0.4], [-1.2, 0.5, -0.9], [0.4, 0.0, -0.1], [-1.5, -0.3, -2.0], [0.4, -0.1, 0.0], [0.8, -0.9, 1.8], [1.0, 0.8, 2.0], [0.8, 0.3, 0.5], [-0.3, -0.1, -0.1], [-0.1, 0.3, 0.2], [0.0, -0.1, 0.1], [-0.3, 0.2, -0.8], [0.2, 0.2, 0.0], [0.1, -0.4, -0.2], [0.3, -0.7, 0.1], [-0.1, 0.2, 0.1], [0.5, 0.3, 0.6], [-0.7, 0.0, -0.3]], "total_charge": 0, "smiles": "CNC(=O)CCCS", "relative_energy_kcal_mol": 30.2, "e_homo_ev": -9.16}

***

2.
{"formula": "C6H11O", "method": "the ωB97M-V functional and the def2-TZVPD basis", "elements": ["O", "C", "C", "C", "C", "C", "C", "H", "H", "H", "H", "H", "H", "H", "H", "H", "H", "H"], "coordinates": [[3.58332, 1.40703, -2.35603], [-1.51573, -0.74475, 0.76412], [-3.04233, -0.67637, 0.42254], [1.80324, 0.81505, -0.81088], [-1.46386, 0.61611, 0.61681], [3.26584, 1.25971, -1.07104], [-0.86067, -1.87239, 1.00490], [1.63730, 0.61826, 0.26595], [1.07785, 1.56966, -1.14919], [-1.39861, -2.80642, 0.89779], [1.59041, -0.08750, -1.38693], [3.89044, 0.49696, -0.51910], [-3.65527, -0.29779, 1.24170], [-3.38269, -1.69999, 0.29237], [3.39555, 2.19101, -0.44510], [0.19186, -1.83152, 1.22603], [-3.32312, -0.14859, -0.48123], [-1.79353, 1.19155, 1.48730]], "atomic_forces_ev_per_a": [[0.0, 0.0, -0.1], [-0.4, 0.3, 0.4], [-1.1, -0.4, 0.2], [-0.2, 0.1, 0.0], [0.6, 0.6, -0.5], [0.0, 0.0, 0.1], [-0.2, -0.1, -0.3], [-0.1, 0.0, -0.1], [0.2, 0.0, 0.1], [0.3, 0.0, 0.1], [0.0, -0.2, 0.0], [0.1, -0.1, 0.0], [0.2, 0.1, 0.1], [0.4, -0.3, -0.1], [0.0, 0.1, 0.0], [0.1, -0.2, 0.0], [0.2, 0.1, -0.1], [0.0, -0.2, 0.2]], "total_charge": -1, "relative_energy_kcal_mol": 108.4, "e_homo_ev": -1.92}

***

3.
{"formula": "C6H7NS2", "method": "the ωB97M-V functional and the def2-TZVPD basis", "elements": ["S", "S", "N", "C", "C", "C", "C", "C", "C", "H", "H", "H", "H", "H", "H", "H"], "coordinates": [[-2.13569, 1.37154, -2.76283], [-2.95254, -2.64377, -1.35215], [0.39710, 0.86637, -0.45588], [-0.51493, -1.41393, -0.99660], [-1.78162, -1.58175, -1.45338], [1.45459, 0.55700, 0.57482], [-0.42398, -0.01403, -1.00008], [1.00571, 0.58413, 2.03198], [-1.61949, 0.23313, -1.82136], [2.27731, 1.28848, 0.51211], [0.05447, -2.29511, -0.81280], [1.80694, 0.17311, 2.68429], [-0.09708, 1.69706, -0.13872], [1.67025, -0.51698, 0.50717], [0.83986, 1.64289, 2.20598], [0.01909, 0.05187, 2.27746]], "atomic_forces_ev_per_a": [[-0.4, 0.7, -0.4], [-0.5, -0.5, -0.3], [1.1, 1.4, 2.3], [1.9, 0.8, 0.0], [-2.4, 3.1, -1.0], [-1.0, -1.8, 0.0], [-0.1, -1.9, -0.1], [-1.6, 0.4, 0.5], [0.1, -3.2, 1.2], [-0.1, -0.8, -0.6], [1.1, 0.0, 0.7], [-0.5, 0.5, -0.4], [0.1, 0.3, -0.8], [0.9, 0.5, -1.1], [-0.1, 0.2, 1.0], [1.5, 0.5, -0.6]], "total_charge": 0, "smiles": "CCNc1cc(=S)c1=S", "relative_energy_kcal_mol": 74.9, "e_homo_ev": -7.67}

***

4.
{"formula": "C19H18BClN2O4", "method": "the ωB97M-V functional and the def2-TZVPD basis", "elements": ["Cl", "O", "O", "O", "O", "N", "N", "C", "C", "C", "C", "C", "C", "C", "C", "C", "C", "C", "C", "C", "C", "C", "C", "C", "C", "C", "B", "H", "H", "H", "H", "H", "H", "H", "H", "H", "H", "H", "H", "H", "H", "H", "H", "H", "H"], "coordinates": [[5.04520, 2.00695, -4.71281], [-3.18794, 0.56017, -0.14586], [2.02929, 1.51440, -4.53969], [1.09641, -0.51191, 0.88224], [-2.48308, 1.27674, -2.38323], [-3.38960, -3.34751, 1.42715], [-0.81985, -1.21499, -0.08663], [-3.07972, -1.37722, 4.28179], [-0.08594, -2.20797, 2.02108], [-2.97132, -2.59150, 2.20698], [0.62984, 1.28490, -4.18747], [4.13115, 1.67183, -3.26473], [-0.95970, -1.68420, 3.15641], [-2.34852, -1.81837, 3.19450], [-2.44722, -0.70395, 5.28807], [3.95692, 1.50681, -0.87702], [2.75738, 1.54027, -3.34782], [0.12600, -1.22695, 0.91258], [-0.36357, -0.87910, 4.14189], [4.72009, 1.68229, -2.02230], [-1.09068, -0.40983, 5.21304], [2.59350, 1.28007, -0.95759], [-0.82597, -0.01010, -0.92843], [0.00929, -0.17106, -2.17574], [1.97421, 1.39948, -2.19746], [0.54108, 1.18105, -2.66131], [-2.27980, 0.62063, -1.18875], [0.86697, -0.85840, -2.01751], [0.89443, -2.47361, 2.43544], [5.78351, 1.85882, -1.95725], [0.04652, 2.12404, -4.63774], [-2.93882, -0.34089, 6.19120], [-1.71540, -1.71580, 0.00796], [4.49853, 1.37290, 0.04374], [-0.55155, 0.09199, 5.99997], [-0.41517, 0.77712, -0.27939], [0.33352, 0.36209, -4.63000], [-0.49572, -3.12762, 1.58794], [-4.13439, 0.77485, -0.38490], [-4.14593, -1.51550, 4.28343], [-0.60240, -0.62515, -2.94287], [0.67799, -0.71306, 4.12534], [-3.34083, 1.73535, -2.54288], [-0.10189, 1.96317, -2.24868], [2.06319, 0.93878, -0.08266]], "atomic_forces_ev_per_a": [[0.0, -0.2, 0.2], [-1.4, 0.1, -0.9], [0.5, 0.0, 1.3], [0.5, 0.5, 0.3], [-0.9, 0.2, 0.0], [0.4, 1.3, 0.9], [-0.7, 0.4, 0.3], [-0.5, 0.4, 0.0], [-0.2, -1.1, 0.7], [-1.1, -2.1, -2.0], [0.6, 1.4, 0.0], [-0.3, 0.5, -0.8], [0.7, 1.2, -0.4], [1.0, -0.1, 0.6], [0.4, 1.0, 1.4], [0.5, -0.7, -0.4], [-1.1, 0.0, -0.5], [-1.0, -0.6, -0.6], [-0.8, -0.9, -0.2], [0.2, 0.3, 0.2], [0.0, -0.6, -0.4], [-0.3, 0.3, -0.2], [-0.7, 0.1, 0.5], [0.7, -0.2, -0.2], [0.4, -0.4, -0.9], [0.1, 0.1, 0.7], [-0.1, -0.1, 0.2], [-0.5, 0.4, 0.1], [-0.2, 0.2, -0.1], [0.1, -0.1, 0.0], [0.4, -0.6, 0.5], [-0.4, -0.3, -0.4], [0.9, 0.3, 0.3], [-0.1, 0.2, 0.3], [-0.2, 0.3, 0.2], [0.4, 0.0, -0.2], [-0.2, -0.7, -0.5], [-0.1, 0.1, 0.2], [1.7, -0.2, 0.4], [-0.2, -0.2, 0.1], [-0.2, -0.2, -0.3], [1.1, 0.2, -0.2], [1.0, -0.6, 0.4], [0.0, 0.0, -0.2], [-0.2, 0.4, -0.1]], "total_charge": 0, "smiles": "N#Cc1ccccc1CC(=O)N[C@@H](C[C@@H]1COc2c(Cl)cccc21)B(O)O", "relative_energy_kcal_mol": 3.0, "e_homo_ev": -8.10}